No. 1
# C3H5N3O

A 2-piece molecular cluster, C3H5N3O overall (ωB97M-V/def2-TZVPD, the Open Molecules 2025 dataset).

Each line ends with the Löwdin charge.
Element x y z (Å)
C1 1.0143 -1.2136 0.0894  -0.034
C2 -0.1608 -0.5709 -0.5745  -0.487
C3 -1.0615 0.2371 0.4111  -0.218
N1 0.9102 2.0344 -1.5786  0.077
N2 -0.0598 2.3215 -1.1303  0.060
N3 -0.6230 0.5509 1.5438  0.115
O1 -0.5647 -0.8044 -1.6843  0.065
H1 -1.2452 1.1148 2.1209  0.063
H2 -2.0533 0.4694 0.0049  0.112
H3 1.4715 -0.5053 0.7741  0.069
H4 0.6588 -2.0555 0.6820  0.095
H5 1.7136 -1.5785 -0.6585  0.085

Atoms 1-2, force components in eV/Å:
C 0.448 0.255 -0.469
C -1.296 -0.662 1.390

Values from the calculation:
Charge: 0
Kohn-Sham gap, eV: 9.93
Maximum force, eV Å⁻¹: 2.66
HOMO energy, eV: -9.7
Energy above the lowest of the compared OMol25 structures with the same formula, charge and spin, kJ/mol: 73.19
Structure (SMILES): [H]/N=C/C(C)=O.N#N
Total energy, hartree: -356.8295
E_LUMO, eV: 0.22

No. 2
# C3H5N3O

One molecule with the formula C3H5N3O (ωB97M-V/def2-TZVPD, the Open Molecules 2025 dataset).

Each line ends with the Löwdin charge.
Element x y z (Å)
C1 0.4745 0.0363 0.9000  -0.216
C2 -0.3847 0.1201 -0.3683  -0.254
C3 -1.0929 -0.9622 -0.9507  -0.134
H1 2.3685 0.3897 0.3722  0.081
H2 2.1103 1.0996 1.8109  0.074
H3 -0.2459 0.1677 1.7721  0.138
H4 0.6474 -1.0414 0.8912  0.093
H5 -0.9360 -1.9635 -0.6476  0.107
N1 1.6532 0.9361 0.8968  -0.006
N2 -1.8998 -0.6234 -1.8817  0.110
N3 -0.9128 1.1185 -0.9927  0.078
O1 -1.7818 0.7224 -1.8022  -0.071

Atoms 1-2, force components in eV/Å:
C -1.367 0.362 0.015
C -0.945 -0.534 0.263

Values from the calculation:
Charge: 0
Kohn-Sham gap, eV: 10.83
Maximum force, eV Å⁻¹: 4.98
HOMO energy, eV: -10.2
Energy above the lowest of the compared OMol25 structures with the same formula, charge and spin, kJ/mol: 398.12
Structure (SMILES): NCc1cnon1
Total energy, hartree: -356.7057
E_LUMO, eV: 0.67

No. 3
# C3H5N3O

One molecule with the formula C3H5N3O (ωB97M-V/def2-TZVPD, the Open Molecules 2025 dataset).

Each line ends with the Löwdin charge.
Element x y z (Å)
N1 1.6535 1.2274 -0.3533  0.070
C1 1.1451 -0.9944 0.0045  -0.109
C2 0.0550 -1.8015 0.0776  -0.189
N2 -1.1231 -1.0474 0.0609  0.098
C3 -0.7795 0.2465 -0.0158  -0.354
O1 -1.8016 1.1287 0.0570  0.117
N3 0.5679 0.3044 -0.0760  -0.125
H1 1.5525 2.2378 -0.3000  0.074
H2 2.3032 0.9229 0.3668  0.064
H3 0.0254 -2.8804 0.1154  0.077
H4 -2.0774 -1.3852 0.1067  0.161
H5 -1.5212 2.0412 -0.0437  0.116

Atoms 1-2, force components in eV/Å:
N -0.434 0.096 0.250
C -0.271 -0.397 0.028

Values from the calculation:
Charge: 0
Kohn-Sham gap, eV: 7.88
Maximum force, eV Å⁻¹: 1.16
HOMO energy, eV: -7.7
Energy above the lowest of the compared OMol25 structures with the same formula, charge and spin, kJ/mol: 451.78
Total energy, hartree: -356.6853
E_LUMO, eV: 0.17

No. 4
# C3H5N3O

One molecule with the formula C3H5N3O (ωB97M-V/def2-TZVPD, the Open Molecules 2025 dataset).

Each line ends with the Löwdin charge.
Element x y z (Å)
C1 -1.7937 -0.4984 0.0627  -0.016
C2 1.8003 -0.0900 0.0893  -0.029
C3 0.3977 0.6519 -0.1902  -0.438
H1 -2.4226 0.4070 -0.2984  0.117
H2 -2.1164 -1.5267 -0.1835  0.087
H3 -1.5570 -0.2866 1.2161  0.130
H4 2.7330 0.3999 0.0595  0.097
H5 1.1509 2.3940 0.1523  0.083
N1 -0.4032 -0.3900 -0.4289  -0.123
N2 1.6638 -1.3190 -0.1139  0.063
N3 0.2431 1.9094 -0.1935  0.097
O1 0.3042 -1.6515 -0.1715  -0.068

Atoms 1-2, force components in eV/Å:
C 1.433 1.937 2.293
C -3.335 1.119 -1.883

Values from the calculation:
Charge: 0
Kohn-Sham gap, eV: 9.64
Maximum force, eV Å⁻¹: 4.58
HOMO energy, eV: -9.0
Energy above the lowest of the compared OMol25 structures with the same formula, charge and spin, kJ/mol: 502.20
Structure (SMILES): [H]/N=c1\cnon1C
Total energy, hartree: -356.6661
E_LUMO, eV: 0.64